Computed, not measured: C4H5NS in the gas phase at a distorted geometry, with the ωB97M-V functional and the def2-TZVPD basis.

Charge ... 0
Energy relative to the best compared isomer or geometry (same formula, charge and spin) ... 51.1 kcal/mol
E_tot ... -16551.848 eV
LUMO energy ... 0.5 eV
SMILES ... N#C[C@H]1C[C@H]1S

Each line ends with the Löwdin charge.
Atoms and positions in Å:
N: -2.204 -2.044 0.155  0.143
C: -1.646 -0.981 -0.010  -0.203
C: -0.864 0.124 -0.482  -0.295
C: -0.075 0.940 0.639  -0.077
C: 0.667 0.031 -0.447  -0.562
S: 1.747 -1.458 0.038  0.628
H: -1.379 0.761 -1.191  0.132
H: -0.284 0.476 1.670  0.130
H: 0.011 2.025 0.409  0.102
H: 1.236 0.577 -1.153  0.057
H: 2.791 -0.451 0.372  -0.054

Computed, not measured: a molecular structure, C24H24NO2PdS4Si at a distorted geometry, with the ωB97M-V functional and the def2-TZVPD basis.

Charge ... -1
Energy relative to the best compared isomer or geometry (same formula, charge and spin) ... 25.5 kcal/mol
E_tot ... -85565.940 eV
LUMO energy (alpha / beta) ... 2.1 / 2.1 eV

Each line ends with the Löwdin charge.
Atoms and positions in Å:
Pd: -0.910 1.919 0.150  0.413
O: -2.975 6.974 4.305  -0.095
C: -2.653 6.088 3.550  -1.037
S: -3.324 4.452 3.579  0.933
C: -2.453 3.839 2.187  -1.195
C: -1.583 4.679 1.608  -1.189
S: -0.565 4.204 0.279  0.478
S: -1.461 6.296 2.250  0.926
S: -2.800 2.253 1.574  0.530
C: -2.125 1.626 -4.923  -0.088
C: -2.271 2.829 -4.250  -0.072
C: -2.082 2.847 -2.876  -0.138
N: -1.771 1.754 -2.180  0.027
C: -1.643 0.599 -2.830  -0.137
C: -1.810 0.486 -4.203  -0.063
H: -2.258 1.578 -5.998  0.100
H: -2.519 3.745 -4.772  0.098
H: -2.169 3.760 -2.299  0.085
H: -1.406 -0.253 -2.203  0.089
H: -1.686 -0.477 -4.682  0.102
C: -1.405 -2.017 2.443  -0.098
C: -0.588 -2.623 1.286  -0.602
C: -1.550 -3.218 0.245  -0.097
C: 0.296 -3.730 1.870  -0.099
Si: 0.253 -1.136 0.487  0.456
O: -0.918 -0.059 0.118  -0.483
C: 1.566 -0.462 1.644  -0.203
C: 2.686 -1.211 2.039  -0.100
C: 3.683 -0.652 2.828  -0.102
C: 3.598 0.679 3.228  -0.105
C: 2.514 1.449 2.832  -0.081
C: 1.514 0.876 2.054  -0.088
C: 1.198 -1.637 -1.080  -0.191
C: 1.703 -2.903 -1.408  -0.092
C: 2.420 -3.125 -2.581  -0.101
C: 2.666 -2.077 -3.458  -0.110
C: 2.196 -0.807 -3.153  -0.093
C: 1.471 -0.599 -1.985  -0.103
H: -2.025 -2.802 2.902  0.080
H: -2.058 -1.208 2.107  0.068
H: -0.754 -1.610 3.224  0.081
H: -2.166 -4.001 0.712  0.078
H: -1.013 -3.678 -0.594  0.068
H: -2.218 -2.455 -0.166  0.076
H: -0.342 -4.491 2.340  0.078
H: 0.961 -3.350 2.649  0.067
H: 0.906 -4.250 1.128  0.056
H: 2.800 -2.239 1.705  0.094
H: 4.537 -1.251 3.122  0.092
H: 4.381 1.115 3.839  0.093
H: 2.436 2.490 3.121  0.103
H: 0.663 1.468 1.750  0.040
H: 1.539 -3.744 -0.747  0.077
H: 2.786 -4.118 -2.810  0.093
H: 3.225 -2.246 -4.371  0.092
H: 2.391 0.025 -3.819  0.098
H: 1.113 0.399 -1.767  0.088

Computed, not measured: 8 unconnected molecules or ions with the total composition C25H38F6N2O9P at a distorted geometry, with the ωB97M-V functional and the def2-TZVPD basis.

Charge ... -1
Energy relative to the best compared isomer or geometry (same formula, charge and spin) ... 1.0 kcal/mol
E_tot ... -73552.305 eV
LUMO energy ... 2.4 eV

Each line ends with the Löwdin charge.
Atoms and positions in Å:
P: -20.844 1.751 -15.211  0.178
F: -22.190 2.582 -15.529  -0.152
F: -21.536 0.604 -14.268  -0.182
F: -21.087 0.792 -16.485  -0.157
F: -19.417 1.031 -14.919  -0.157
F: -20.049 2.815 -16.121  -0.143
F: -20.702 2.617 -13.854  -0.145
O: -19.682 4.527 -11.642  0.114
C: -20.464 3.902 -10.992  -0.483
O: -20.096 3.238 -9.869  0.020
C: -21.216 2.690 -9.172  -0.154
C: -22.464 2.934 -10.035  -0.147
C: -21.958 3.741 -11.226  -0.074
H: -21.346 3.220 -8.226  0.115
H: -21.004 1.638 -8.999  0.115
H: -23.189 3.556 -9.503  0.105
H: -22.990 2.016 -10.276  0.096
H: -22.345 4.749 -11.360  0.113
H: -22.079 3.227 -12.177  0.098
O: -20.651 8.954 -15.783  0.088
C: -20.183 7.877 -16.047  -0.510
O: -20.651 7.132 -17.058  0.008
C: -20.135 5.774 -16.969  -0.147
C: -19.254 5.712 -15.726  -0.137
C: -19.060 7.175 -15.313  -0.059
H: -19.622 5.598 -17.916  0.126
H: -20.963 5.068 -16.954  0.084
H: -18.288 5.279 -15.985  0.115
H: -19.645 5.101 -14.917  0.106
H: -18.089 7.595 -15.567  0.124
H: -19.238 7.369 -14.258  0.126
O: -14.233 -2.181 -16.444  0.105
C: -15.322 -1.823 -16.098  -0.503
O: -16.095 -1.045 -16.869  0.033
C: -17.346 -0.729 -16.259  -0.147
C: -17.515 -1.762 -15.115  -0.139
C: -16.064 -2.138 -14.815  -0.082
H: -18.168 -0.861 -16.954  0.124
H: -17.390 0.261 -15.815  0.111
H: -18.138 -2.591 -15.438  0.112
H: -17.872 -1.261 -14.219  0.102
H: -15.826 -3.139 -14.466  0.120
H: -15.673 -1.446 -14.063  0.130
O: -27.679 -1.504 -15.657  0.114
C: -26.514 -1.513 -15.935  -0.465
O: -25.769 -2.648 -15.795  0.009
C: -24.431 -2.322 -15.432  -0.157
C: -24.197 -0.912 -15.972  -0.148
C: -25.585 -0.325 -16.180  -0.066
H: -23.723 -3.029 -15.859  0.120
H: -24.303 -2.379 -14.348  0.125
H: -23.679 -0.964 -16.934  0.107
H: -23.553 -0.264 -15.383  0.093
H: -25.767 0.097 -17.167  0.123
H: -25.857 0.441 -15.455  0.127
C: -20.720 -0.731 -11.897  -0.167
O: -21.650 0.247 -11.465  -0.127
H: -19.706 -0.349 -11.728  0.080
H: -20.762 -1.577 -11.200  0.073
H: -20.863 -1.113 -12.901  0.066
H: -21.839 0.770 -12.255  0.047
N: -23.344 7.377 -14.502  0.020
C: -24.050 7.225 -13.336  -0.141
C: -24.253 5.885 -13.154  -0.128
C: -23.616 5.198 -14.231  -0.096
C: -23.084 6.154 -15.052  -0.117
H: -22.895 8.235 -14.777  0.129
H: -24.250 8.081 -12.715  0.099
H: -24.680 5.365 -12.312  0.086
H: -23.567 4.126 -14.289  0.077
H: -22.594 6.134 -16.010  0.096
N: -22.604 2.096 -18.833  0.027
C: -22.615 3.383 -19.305  -0.129
C: -23.257 3.386 -20.514  -0.115
C: -23.707 2.046 -20.746  -0.122
C: -23.130 1.261 -19.782  -0.147
H: -22.163 1.808 -17.976  0.100
H: -22.048 4.120 -18.763  0.093
H: -23.399 4.216 -21.185  0.083
H: -24.193 1.743 -21.659  0.081
H: -23.177 0.201 -19.593  0.099

Computed, not measured: 8 unconnected molecules or ions with the total composition C45H113N7O15 at a distorted geometry, with the ωB97M-V functional and the def2-TZVPD basis.

Charge ... 0
Energy relative to the best compared isomer or geometry (same formula, charge and spin) ... 112.2 kcal/mol
E_tot ... -89626.860 eV
LUMO energy ... 0.1 eV
SMILES ... COCCNCCOC.COCCNCCOC.COCCNCCOC.COCCNCCOC.COCCNCCOC.COCCNCCOC.COCCNCCOC.CC(C)O

Each line ends with the Löwdin charge.
Atoms and positions in Å:
C: 0.171 2.998 8.135  -0.103
O: -0.938 3.852 7.805  -0.199
C: -2.131 3.073 7.838  -0.214
C: -3.264 4.114 7.489  -0.222
N: -3.195 4.573 6.119  -0.054
C: -4.429 5.300 5.696  -0.203
C: -4.412 5.527 4.249  -0.237
O: -3.347 6.409 3.892  -0.199
C: -3.270 6.729 2.513  -0.106
H: 1.088 3.579 8.040  0.083
H: 0.347 2.197 7.417  0.082
H: 0.016 2.628 9.149  0.085
H: -2.308 2.662 8.832  0.113
H: -2.162 2.275 7.096  0.116
H: -3.229 4.895 8.249  0.113
H: -4.211 3.617 7.702  0.110
H: -2.468 5.271 6.058  0.104
H: -4.297 6.205 6.288  0.124
H: -5.342 4.826 6.058  0.123
H: -5.299 6.107 3.996  0.121
H: -4.375 4.609 3.662  0.126
H: -4.192 7.183 2.150  0.084
H: -3.060 5.814 1.960  0.078
H: -2.420 7.369 2.275  0.087
C: 3.152 5.759 2.884  -0.130
O: 2.826 5.738 1.513  -0.203
C: 3.177 6.924 0.747  -0.178
C: 2.966 6.623 -0.744  -0.242
N: 1.657 6.185 -1.106  -0.077
C: 1.495 5.855 -2.501  -0.193
C: 0.224 4.973 -2.757  -0.221
O: 0.467 3.636 -2.341  -0.181
C: -0.519 2.750 -2.928  -0.102
H: 2.931 4.794 3.340  0.082
H: 2.469 6.381 3.462  0.079
H: 4.151 6.089 3.170  0.084
H: 4.197 7.242 0.965  0.118
H: 2.486 7.705 1.064  0.119
H: 3.778 5.984 -1.091  0.114
H: 3.190 7.574 -1.228  0.117
H: 1.416 5.463 -0.442  0.105
H: 2.387 5.371 -2.899  0.117
H: 1.289 6.841 -2.917  0.117
H: 0.095 5.095 -3.833  0.110
H: -0.660 5.393 -2.278  0.121
H: -1.541 2.787 -2.552  0.078
H: -0.172 1.750 -2.670  0.082
H: -0.628 2.819 -4.011  0.081
C: 3.599 -2.058 6.406  -0.096
O: 4.470 -2.175 7.532  -0.223
C: 5.861 -1.824 7.318  -0.215
C: 6.618 -2.357 8.501  -0.236
N: 8.046 -2.053 8.493  -0.066
C: 8.744 -2.736 9.580  -0.205
C: 10.157 -2.112 9.755  -0.238
O: 10.176 -0.768 10.244  -0.163
C: 11.536 -0.389 10.366  -0.121
H: 2.586 -2.058 6.808  0.085
H: 3.835 -2.932 5.799  0.087
H: 3.764 -1.092 5.930  0.081
H: 5.926 -0.736 7.331  0.119
H: 6.250 -2.228 6.383  0.123
H: 6.473 -3.437 8.474  0.123
H: 6.116 -1.997 9.399  0.120
H: 8.195 -1.058 8.405  0.111
H: 8.849 -3.814 9.465  0.118
H: 8.186 -2.589 10.505  0.111
H: 10.625 -2.280 8.785  0.121
H: 10.658 -2.811 10.425  0.112
H: 12.185 -1.262 10.444  0.076
H: 11.704 0.147 11.299  0.087
H: 11.897 0.173 9.504  0.087
C: -3.654 -7.266 0.891  -0.107
O: -2.599 -7.723 0.051  -0.204
C: -1.648 -6.711 -0.257  -0.224
C: -0.730 -7.186 -1.394  -0.169
N: 0.293 -8.214 -1.038  -0.068
C: -0.091 -9.521 -0.667  -0.240
C: 1.087 -10.452 -0.323  -0.251
O: 1.714 -10.131 0.862  -0.173
C: 2.775 -10.989 1.173  -0.117
H: -4.188 -8.171 1.181  0.084
H: -4.359 -6.625 0.363  0.086
H: -3.307 -6.874 1.848  0.086
H: -1.035 -6.458 0.608  0.120
H: -2.177 -5.803 -0.547  0.113
H: -0.196 -6.310 -1.764  0.109
H: -1.313 -7.576 -2.228  0.116
H: 0.822 -7.855 -0.257  0.103
H: -0.644 -9.938 -1.509  0.123
H: -0.811 -9.510 0.151  0.109
H: 1.735 -10.422 -1.199  0.122
H: 0.668 -11.455 -0.238  0.120
H: 3.432 -10.445 1.852  0.089
H: 3.406 -11.215 0.313  0.084
H: 2.430 -11.940 1.580  0.088
C: -11.350 6.991 -5.498  -0.087
O: -10.083 6.344 -5.540  -0.199
C: -10.103 4.998 -5.763  -0.259
C: -8.739 4.422 -5.304  -0.196
N: -8.682 4.541 -3.841  -0.053
C: -7.454 3.915 -3.362  -0.215
C: -7.480 3.519 -1.900  -0.208
O: -8.263 2.333 -1.575  -0.203
C: -7.944 1.830 -0.279  -0.118
H: -11.171 7.960 -5.030  0.087
H: -12.119 6.478 -4.920  0.087
H: -11.682 7.149 -6.524  0.085
H: -10.237 4.821 -6.831  0.117
H: -10.948 4.552 -5.238  0.121
H: -7.840 4.829 -5.767  0.117
H: -8.780 3.371 -5.589  0.114
H: -8.603 5.532 -3.661  0.106
H: -6.629 4.618 -3.476  0.117
H: -7.196 3.015 -3.919  0.122
H: -7.894 4.237 -1.192  0.119
H: -6.451 3.371 -1.571  0.107
H: -8.128 2.587 0.483  0.081
H: -6.873 1.633 -0.316  0.075
H: -8.398 0.890 0.035  0.085
C: -4.654 -7.509 -7.277  -0.120
O: -4.057 -7.359 -8.581  -0.174
C: -4.375 -6.083 -9.143  -0.207
C: -3.858 -4.894 -8.297  -0.233
N: -4.015 -3.638 -9.011  -0.060
C: -3.649 -2.609 -8.031  -0.215
C: -4.782 -2.194 -7.059  -0.173
O: -4.451 -2.963 -5.877  -0.237
C: -5.393 -2.827 -4.793  -0.094
H: -5.652 -7.122 -7.075  0.088
H: -4.011 -7.125 -6.485  0.079
H: -4.701 -8.537 -6.917  0.080
H: -5.462 -6.056 -9.220  0.116
H: -4.019 -5.981 -10.169  0.115
H: -2.884 -5.062 -7.837  0.127
H: -4.572 -4.876 -7.473  0.099
H: -3.421 -3.627 -9.828  0.105
H: -3.338 -1.740 -8.611  0.110
H: -2.744 -2.884 -7.489  0.113
H: -5.773 -2.407 -7.461  0.127
H: -4.530 -1.163 -6.813  0.114
H: -6.391 -3.136 -5.104  0.083
H: -5.326 -1.802 -4.430  0.080
H: -5.169 -3.430 -3.912  0.079
C: 9.654 -2.573 -5.781  -0.134
O: 9.346 -1.225 -5.500  -0.211
C: 9.304 -0.904 -4.055  -0.172
C: 8.718 0.501 -3.869  -0.186
N: 7.556 0.777 -4.761  -0.056
C: 6.288 0.166 -4.377  -0.212
C: 5.656 0.807 -3.128  -0.186
O: 6.411 0.380 -1.946  -0.209
C: 5.918 0.952 -0.715  -0.103
H: 8.807 -3.258 -5.816  0.081
H: 10.448 -2.989 -5.162  0.083
H: 10.026 -2.649 -6.803  0.080
H: 10.324 -0.920 -3.671  0.120
H: 8.605 -1.583 -3.565  0.114
H: 9.474 1.225 -4.175  0.110
H: 8.511 0.549 -2.800  0.105
H: 7.782 0.313 -5.629  0.084
H: 6.478 -0.907 -4.354  0.113
H: 5.498 0.314 -5.113  0.114
H: 4.608 0.507 -3.095  0.109
H: 5.576 1.887 -3.259  0.121
H: 6.170 0.433 0.210  0.081
H: 4.829 0.985 -0.683  0.075
H: 6.200 1.999 -0.598  0.081
C: -0.310 2.406 2.046  -0.057
C: -1.622 1.633 1.868  -0.483
C: -1.444 0.329 1.111  -0.062
O: -2.170 1.300 3.148  -0.053
H: 0.431 1.850 2.620  0.086
H: -0.403 3.336 2.606  0.068
H: 0.002 2.845 1.098  0.073
H: -2.287 2.217 1.231  0.124
H: -0.618 0.411 0.405  0.069
H: -2.285 0.076 0.465  0.073
H: -1.153 -0.512 1.740  0.083
H: -2.228 2.107 3.664  0.072

Computed, not measured: C9H12O3 in the gas phase at a distorted geometry, with the ωB97M-V functional and the def2-TZVPD basis.

Charge ... 0
Energy relative to the best compared isomer or geometry (same formula, charge and spin) ... 55.2 kcal/mol
E_tot ... -15667.675 eV
LUMO energy ... 0.7 eV
SMILES ... CC1=C(O)C=C[C@@H](/C=C(\C)O)O1

Each line ends with the Löwdin charge.
Atoms and positions in Å:
C: -2.188 1.118 1.378  0.012
C: -1.489 0.162 0.469  -0.277
C: -0.919 0.498 -0.707  -0.308
O: -0.993 1.800 -1.154  0.046
C: -0.544 -0.578 -1.603  -0.044
C: -0.210 -1.748 -1.055  -0.029
C: -0.155 -1.745 0.442  -0.280
C: 0.945 -0.892 1.020  -0.014
C: 1.607 0.106 0.429  -0.357
C: 2.133 0.238 -0.968  -0.013
O: 2.211 1.061 1.209  0.035
O: -1.356 -1.120 0.931  -0.002
H: -2.667 0.568 2.184  0.086
H: -2.928 1.691 0.825  0.086
H: -1.471 1.823 1.800  0.089
H: -0.837 1.811 -2.105  0.101
H: -0.606 -0.410 -2.670  0.125
H: 0.003 -2.643 -1.617  0.111
H: -0.162 -2.748 0.874  0.149
H: 0.853 -0.846 2.105  0.122
H: 3.182 0.518 -0.878  0.093
H: 1.630 1.036 -1.509  0.083
H: 2.055 -0.691 -1.521  0.081
H: 1.905 0.993 2.121  0.105

Computed, not measured: 3 unconnected molecules or ions with the total composition C17H37N2O4 at a distorted geometry, with the ωB97M-V functional and the def2-TZVPD basis.

Charge ... -1
E_tot ... -29400.764 eV
LUMO energy ... 2.6 eV

Each line ends with the Löwdin charge.
Atoms and positions in Å:
O: 0.016 -1.211 -1.021  -0.075
C: 0.395 -0.790 0.102  -0.717
O: 1.572 -0.784 0.542  -0.071
C: -0.694 -0.212 0.999  -0.138
C: -0.851 -0.943 2.328  -0.184
C: 0.444 -0.988 3.140  -0.132
C: 1.021 -2.367 3.277  -0.502
O: 0.334 -3.356 3.396  0.092
O: 2.381 -2.485 3.264  0.088
H: -1.637 -0.257 0.472  0.097
H: -0.502 0.832 1.230  0.099
H: -1.556 -0.365 2.920  0.077
H: -1.294 -1.923 2.235  0.108
H: 0.249 -0.612 4.143  0.113
H: 1.157 -0.305 2.703  0.100
H: 2.750 -1.786 3.807  0.103
C: -4.688 3.416 1.712  -0.092
C: -3.854 3.110 2.947  -0.276
N: -2.433 3.287 2.733  -0.193
C: -1.616 2.728 3.794  -0.249
C: -1.724 3.348 5.194  -0.085
C: -2.026 4.586 2.235  -0.246
C: -2.389 5.825 3.067  -0.086
H: -4.348 2.828 0.859  0.082
H: -5.732 3.166 1.903  0.069
H: -4.651 4.473 1.442  0.061
H: -4.022 2.064 3.215  0.119
H: -4.233 3.713 3.789  0.098
H: -0.570 2.750 3.478  0.116
H: -1.865 1.666 3.874  0.096
H: -1.217 4.310 5.255  0.053
H: -1.244 2.689 5.921  0.068
H: -2.760 3.481 5.509  0.063
H: -2.452 4.713 1.236  0.101
H: -0.947 4.567 2.071  0.117
H: -3.419 5.794 3.426  0.063
H: -2.287 6.722 2.452  0.068
H: -1.731 5.951 3.925  0.051
C: 0.883 -3.402 -6.510  -0.102
C: 1.321 -2.776 -5.192  -0.276
N: 2.126 -3.661 -4.379  -0.201
C: 2.302 -3.178 -3.010  -0.235
C: 3.077 -1.878 -2.799  -0.082
C: 3.304 -4.203 -5.021  -0.260
C: 4.345 -3.219 -5.577  -0.092
H: 0.365 -4.347 -6.339  0.075
H: 0.198 -2.727 -7.027  0.066
H: 1.725 -3.585 -7.181  0.057
H: 0.425 -2.526 -4.621  0.124
H: 1.827 -1.821 -5.406  0.100
H: 2.771 -3.970 -2.418  0.111
H: 1.309 -3.045 -2.572  0.102
H: 4.153 -2.019 -2.932  0.049
H: 2.917 -1.529 -1.776  0.060
H: 2.743 -1.083 -3.467  0.066
H: 2.978 -4.847 -5.845  0.094
H: 3.795 -4.882 -4.318  0.110
H: 3.882 -2.399 -6.127  0.062
H: 5.013 -3.742 -6.269  0.063
H: 4.967 -2.796 -4.790  0.051